No. 1
The ion C3H8NOS with charge +1 at a distorted geometry. Source: the Open Molecules 2025 dataset; level of theory: wB97M-V/def2-TZVPD.

Geometry as XYZ:
```
14
Properties=species:S:1:pos:R:3:nbo_charge:R:1
C 0.1932 0.3000 -0.7806 0.049
C -0.9145 -1.0686 1.1462 -0.705
C 0.1873 -0.1678 0.6616 0.443
N 1.2051 0.2014 1.3485 -0.611
O 1.3499 0.9866 -1.0075 -0.712
S -1.2714 1.5026 -1.9348 -0.100
H 0.0145 -0.4080 -1.5368 0.229
H -1.0461 -2.0704 0.6644 0.295
H -1.0211 -1.2226 2.1366 0.256
H -1.8327 -0.6022 0.8422 0.278
H 1.9128 0.7377 0.8298 0.448
H 1.5453 0.1563 2.2834 0.454
H 1.2899 1.2570 -1.9337 0.525
H -1.6122 0.3982 -2.7194 0.151
```

Values from the calculation:
HOMO level in eV: -13.765
SMILES: CC(=[NH2+])[C@H](O)S
ΔE to the lowest compared entry with this formula, charge and spin in kcal/mol: 38.2
Net charge: +1

No. 2
The molecule C6H7N at a distorted geometry. Source: the Open Molecules 2025 dataset; level of theory: wB97M-V/def2-TZVPD.

Geometry as XYZ:
```
14
Properties=species:S:1:pos:R:3:nbo_charge:R:1
C -2.2523 -1.5916 -0.1988 -0.176
C -1.2269 -0.9523 -0.1166 -0.037
C 1.2141 -0.3859 0.0583 0.047
C 0.7340 0.0471 1.4066 -0.364
C -0.1995 -0.0215 0.1493 -0.061
C -0.3038 1.4947 -0.5873 -0.564
N 2.1443 -0.8167 -0.6556 -0.498
H -3.1381 -2.1340 -0.2411 0.230
H 0.7232 -0.7529 2.1714 0.209
H 1.2931 0.8648 1.8066 0.212
H 0.6688 1.8616 -0.3887 0.215
H -1.1464 1.9757 -0.1789 0.214
H -0.4598 1.1992 -1.5903 0.205
H 1.9492 -0.7882 -1.6348 0.369
```

Values from the calculation:
HOMO level (spin up / spin down) in eV: -5.028 / -10.009
ΔE to the lowest compared entry with this formula, charge and spin in kcal/mol: 78.3
<S²>: 2.01
Net charge: 0
2S+1: 3

No. 3
A cluster of 9 separate species, C27H74BO10PS in total at a distorted geometry. Source: the Open Molecules 2025 dataset; level of theory: wB97M-V/def2-TZVPD.

Geometry as XYZ:
```
114
Properties=species:S:1:pos:R:3:mulliken_charge:R:1
C 0.1021 5.5323 0.9285 -0.628
P 0.4514 3.9553 -0.0906 0.405
O 2.1503 4.0579 -0.5162 -0.548
B 0.2304 2.4478 1.0686 0.234
S -1.1578 2.6047 2.3800 -0.325
C 1.1602 1.0607 1.0322 0.012
C 1.8142 0.9522 2.5675 0.060
O 2.7296 -0.1928 2.7243 -0.540
H 1.1256 5.9159 1.3850 0.117
H -0.6396 5.3992 1.8241 0.030
H -0.3667 6.3277 0.1934 0.323
H 2.2893 3.4093 -1.2689 0.240
H -0.6118 3.5855 3.2694 0.070
H 0.5402 0.0944 0.7850 -0.113
H 2.0088 1.1455 0.1997 0.143
H 2.4193 1.9631 2.7280 -0.140
H 0.9542 0.8721 3.3837 0.252
H 2.9516 -0.2134 3.7211 0.330
C -3.0645 -2.4611 -0.4894 -1.404
C -2.0179 -1.4498 -0.9289 0.731
C -0.7525 -2.1377 -1.4158 -1.344
O -1.6989 -0.5943 0.1656 -0.514
H -2.6944 -3.0722 0.3415 0.301
H -3.9649 -1.9515 -0.1299 0.372
H -3.3431 -3.1246 -1.3140 0.398
H -2.4260 -0.8213 -1.7279 0.022
H -0.3004 -2.7373 -0.6178 0.353
H -0.0037 -1.3975 -1.7173 0.253
H -0.9617 -2.7915 -2.2683 0.461
H -1.3358 -1.1438 0.8799 0.361
C -4.2181 3.4258 -4.0822 -1.250
C -4.2071 1.9142 -3.9198 0.383
C -5.0743 1.4761 -2.7504 -1.158
O -2.8690 1.4719 -3.7070 -0.468
H -3.8200 3.9190 -3.1882 0.291
H -3.5800 3.7276 -4.9196 0.309
H -5.2320 3.7960 -4.2631 0.392
H -4.5656 1.4424 -4.8411 0.266
H -4.7066 1.9000 -1.8092 0.285
H -5.0471 0.3870 -2.6379 0.259
H -6.1140 1.7878 -2.8915 0.416
H -2.5423 1.8858 -2.8909 0.274
C 1.6829 2.3761 -5.7471 -1.307
C 2.0051 3.2749 -4.5640 0.496
C 3.0186 4.3440 -4.9399 -1.319
O 2.5259 2.4843 -3.4985 -0.460
H 2.5802 1.8546 -6.0990 0.315
H 0.9617 1.6040 -5.4587 0.301
H 1.2652 2.9525 -6.5785 0.395
H 1.0867 3.7494 -4.2014 0.281
H 3.9632 3.8923 -5.2631 0.315
H 3.2502 4.9756 -4.0756 0.309
H 2.6410 4.9795 -5.7470 0.410
H 3.3415 2.0591 -3.8114 0.254
C 1.3360 8.1835 5.3468 -1.359
C 0.5621 7.5708 4.1904 0.381
C -0.9369 7.6169 4.4404 -1.237
O 0.9700 6.2166 4.0142 -0.272
H 1.1512 7.6341 6.2768 0.333
H 2.4137 8.1322 5.1587 0.278
H 1.0562 9.2307 5.4982 0.425
H 0.7977 8.1071 3.2647 0.251
H -1.2022 7.0475 5.3382 0.327
H -1.4804 7.1615 3.6057 0.284
H -1.2848 8.6472 4.5645 0.394
H 0.7647 5.7326 4.8313 0.256
C -4.5784 -7.2171 0.9556 -1.221
C -3.5318 -6.2058 0.5161 0.568
C -2.2664 -6.8938 0.0292 -1.119
O -3.2128 -5.3503 1.6106 -0.546
H -4.2083 -7.8283 1.7866 0.184
H -5.4788 -6.7076 1.3151 0.385
H -4.8570 -7.8806 0.1310 0.297
H -3.9399 -5.5773 -0.2829 0.217
H -1.8143 -7.4934 0.8272 0.222
H -1.5175 -6.1535 -0.2722 0.330
H -2.4756 -7.5475 -0.8233 0.335
H -2.8497 -5.8998 2.3250 0.355
C 5.5064 -1.6251 -3.2822 -1.407
C 4.2244 -1.0900 -3.8999 0.958
C 3.0469 -2.0091 -3.6162 -1.257
O 4.3960 -0.9639 -5.3092 -0.544
H 5.7614 -2.6068 -3.6971 0.345
H 6.3476 -0.9600 -3.5049 0.351
H 5.4120 -1.7188 -2.1958 0.364
H 4.0146 -0.0902 -3.5046 -0.134
H 3.2146 -3.0042 -4.0429 0.365
H 2.1336 -1.6178 -4.0771 0.300
H 2.8786 -2.1142 -2.5398 0.335
H 4.5827 -1.8470 -5.6689 0.345
C 4.0703 4.4873 3.5396 -0.983
C 4.3092 4.9704 4.9612 0.692
C 5.7221 4.6529 5.4244 -1.427
O 3.3737 4.3450 5.8360 -0.556
H 4.1918 3.4004 3.4694 0.236
H 3.0458 4.7114 3.2240 0.125
H 4.7644 4.9623 2.8393 0.407
H 4.1377 6.0509 5.0164 0.089
H 5.9021 3.5720 5.4211 0.349
H 5.8758 4.9953 6.4534 0.353
H 6.4657 5.1330 4.7807 0.362
H 3.5186 3.3852 5.7934 0.354
C -4.7047 -11.8591 1.0061 -1.415
C -3.6581 -10.8478 0.5666 0.656
C -2.3927 -11.5358 0.0797 -1.389
O -3.3392 -9.9924 1.6611 -0.465
H -4.3347 -12.4703 1.8370 0.347
H -5.6051 -11.3496 1.3656 0.335
H -4.9833 -12.5226 0.1815 0.380
H -4.0662 -10.2193 -0.2324 0.198
H -1.9407 -12.1354 0.8777 0.350
H -1.6439 -10.7955 -0.2217 0.328
H -2.6020 -12.1895 -0.7728 0.375
H -2.9760 -10.5418 2.3754 0.310
```

Values from the calculation:
HOMO level in eV: -7.978
SMILES: CP(O)B(S)CCO.CC(C)O.CC(C)O.CC(C)O.CC(C)O.CC(C)O.CC(C)O.CC(C)O.CC(C)O
Net charge: 0

No. 4
A structure of composition C8H4BrCl2FeNO3Pr at a distorted geometry. Source: the Open Molecules 2025 dataset; level of theory: wB97M-V/def2-TZVPD.

Geometry as XYZ:
```
21
Properties=species:S:1:pos:R:3:mulliken_spin:R:1
Pr -0.2052 -1.1095 -4.1296 2.047
Fe -0.1024 -0.9241 0.5066 3.722
Cl -1.0491 1.1599 -3.4923 -0.029
Cl 0.0829 -1.4838 -1.5835 0.075
C -0.8232 -2.5649 1.2266 0.019
C -0.4925 -0.4286 -6.7168 -0.004
C 0.0358 -2.3036 -6.4924 -0.002
O -1.3553 -3.2228 2.0308 0.010
O -0.6749 -0.0533 -7.8117 0.000
O 0.2367 -3.0230 -7.3972 0.001
Br 2.1811 0.5641 5.5456 0.729
C 1.1281 0.9211 4.0025 0.045
C 0.4713 2.1454 3.8159 0.075
C -0.3165 2.3622 2.6798 -0.058
C -0.4225 1.3531 1.7317 0.105
N 0.2568 0.1928 1.9223 0.055
C 0.9798 -0.0956 3.0489 0.202
H 0.5923 2.8967 4.5853 0.001
H -0.8558 3.2894 2.5249 0.002
H -1.0511 1.4308 0.8461 0.005
H 1.3836 -1.1062 3.1564 0.000
```

Values from the calculation:
HOMO level (spin up / spin down) in eV: -22.952 / -22.988
<S²>: 15.79
Net charge: +4
2S+1: 8

No. 5
A cluster of 2 separate species, CHBr2FO in total at a distorted geometry. Source: the Open Molecules 2025 dataset; level of theory: wB97M-V/def2-TZVPD.

Geometry as XYZ:
```
6
Properties=species:S:1:pos:R:3:nbo_charge:R:1
C -1.2923 -0.3365 0.3298 0.259
O 1.8249 0.2998 0.4899 -0.785
F -1.9583 0.4230 -0.4963 -0.333
Br 1.1895 1.9528 0.2065 0.311
Br -1.2388 -2.0569 -0.3357 0.065
H 1.4750 -0.2821 -0.1941 0.483
```

Values from the calculation:
HOMO level (spin up / spin down) in eV: -8.526 / -10.151
ΔE to the lowest compared entry with this formula, charge and spin in kcal/mol: 22.5
<S²>: 2.01
Net charge: 0
2S+1: 3

No. 6
A structure of composition C9H14N3O at a distorted geometry. Source: the Open Molecules 2025 dataset; level of theory: wB97M-V/def2-TZVPD.

Geometry as XYZ:
```
27
Properties=species:S:1:pos:R:3:nbo_charge:R:1
C -1.0846 -0.6291 -1.7494 -0.230
C -0.6843 -1.4915 -0.5857 -0.573
C 0.6105 0.8612 -1.1271 -0.332
C 1.1182 0.0551 -0.0842 -0.019
C -0.4100 0.4888 -2.0177 0.244
C 0.6150 -1.3104 0.1196 0.507
C 3.1532 0.3190 1.1672 0.563
C 4.2829 0.1436 2.0561 -0.726
C -2.8402 0.6752 0.9425 -0.471
N 2.1402 0.4828 0.5955 -0.254
N -0.7438 1.4187 -2.9926 -0.696
N -2.3683 -0.6483 1.2280 -0.756
O 1.0605 -2.0831 0.9719 -0.517
H -1.7399 -1.1540 -2.4354 0.228
H -1.5680 -1.2289 0.3468 0.391
H 1.1036 1.8323 -1.2454 0.222
H 4.1555 -0.1508 3.0595 0.284
H 4.6481 1.1970 2.1439 0.286
H 5.0731 -0.3192 1.5274 0.274
H -2.0550 1.3601 0.6044 0.222
H -3.6517 0.8947 0.1124 0.244
H -3.2848 1.2978 1.8259 0.231
H -0.9549 -2.6101 -0.7118 0.267
H -1.3124 0.9317 -3.6210 0.378
H -0.0198 1.8664 -3.5702 0.409
H -3.1900 -1.3082 1.2566 0.404
H -2.0531 -0.8907 2.1827 0.419
```

Values from the calculation:
HOMO level (spin up / spin down) in eV: -9.269 / -12.248
ΔE to the lowest compared entry with this formula, charge and spin in kcal/mol: 12.6
<S²>: 2.03
Net charge: +1
2S+1: 3

No. 7
The ion C16H35N2O with charge +1 at a distorted geometry. Source: the Open Molecules 2025 dataset; level of theory: wB97M-V/def2-TZVPD.

Geometry as XYZ:
```
54
Properties=species:S:1:pos:R:3:nbo_charge:R:1
C -4.9306 -0.1301 -1.5206 -0.622
C -4.6062 -1.5477 -1.0093 -0.405
C -3.6335 -1.5387 0.1554 -0.385
C -2.2217 -1.1034 -0.2867 -0.406
C -1.4878 -2.2822 -0.9206 -0.413
C -0.4562 -1.9687 -2.0293 -0.419
C 0.3563 -0.6904 -1.9429 -0.043
N -0.3522 0.6226 -2.2343 -0.513
C -0.0102 1.4707 -1.0616 -0.269
C 1.4942 1.1192 -0.8940 0.123
O 1.9514 1.7480 0.2552 -0.541
C 2.6970 2.9559 0.0469 -0.057
C 3.6805 3.1219 1.1840 -0.418
C 2.9984 3.3257 2.5468 -0.397
C 2.7351 2.0348 3.2968 -0.600
C 1.3613 -0.4158 -0.7769 -0.061
N 0.9987 -0.7916 0.5574 -0.650
C 1.4302 -2.1644 0.9061 -0.219
C 0.6957 -2.6291 2.1569 -0.617
H -5.9805 0.1025 -1.3975 0.228
H -4.3788 0.6335 -0.9809 0.191
H -4.7278 -0.0224 -2.5805 0.201
H -5.5325 -2.0237 -0.7213 0.221
H -4.1945 -2.1080 -1.8421 0.189
H -3.5658 -2.5579 0.5268 0.209
H -4.0027 -0.8786 0.9307 0.210
H -1.7064 -0.7822 0.6080 0.231
H -2.3761 -0.2784 -0.9756 0.158
H -2.2480 -2.8975 -1.3887 0.217
H -1.0489 -2.9123 -0.1629 0.218
H -0.9475 -2.0348 -2.9954 0.222
H 0.2899 -2.7544 -2.0148 0.242
H 1.0308 -0.7889 -2.7903 0.220
H -1.3303 0.5953 -2.5266 0.449
H 0.1119 1.0883 -3.0176 0.424
H -0.4786 1.0448 -0.1855 0.251
H -0.3041 2.5120 -1.1014 0.239
H 1.9992 1.3991 -1.8163 0.174
H 2.0090 3.8037 0.0741 0.172
H 3.1981 2.9639 -0.9181 0.177
H 4.2249 2.1807 1.2369 0.206
H 4.3938 3.9051 0.9571 0.227
H 2.0719 3.8726 2.4080 0.196
H 3.6766 3.9184 3.1481 0.215
H 3.6605 1.4941 3.4678 0.205
H 2.0606 1.3781 2.7584 0.190
H 2.2848 2.2368 4.2609 0.219
H 2.3162 -0.8077 -1.1421 0.200
H 1.5414 -0.1785 1.1645 0.390
H 1.2236 -2.8173 0.0688 0.183
H 2.5064 -2.2155 1.0753 0.186
H 0.3996 -1.7529 2.7223 0.218
H 1.3179 -3.2500 2.7866 0.225
H -0.1952 -3.2048 1.9338 0.210
```

Values from the calculation:
HOMO level in eV: -12.530
SMILES: CCCCCC[C@H]1[NH2+]C[C@@H](OCCCC)[C@H]1NCC
ΔE to the lowest compared entry with this formula, charge and spin in kcal/mol: 19.6
Net charge: +1

No. 8
A structure of composition C5H10N2O at a distorted geometry. Source: the Open Molecules 2025 dataset; level of theory: wB97M-V/def2-TZVPD.

Geometry as XYZ:
```
18
Properties=species:S:1:pos:R:3:nbo_charge:R:1
C 0.0278 2.1355 0.8350 -0.660
C -0.2104 0.7720 0.5489 0.176
C 0.8553 -0.1604 0.4545 -0.498
C 1.1749 -0.8741 -0.8799 0.066
C 0.0723 -1.3247 -1.8036 -0.122
H 0.4804 2.9234 -0.1605 0.228
H 0.5678 2.3339 1.8190 0.238
H -0.9880 2.7025 1.1202 0.249
H 0.6871 -1.1431 0.9677 0.222
H 1.6521 0.3964 0.7915 0.229
H 1.9470 -1.4966 -0.5846 0.190
H -0.8952 -0.9678 -1.7650 0.219
H 0.4436 -2.2164 -2.4128 0.187
H -1.0410 -1.5912 0.9120 0.333
H -2.4155 -0.7341 1.4347 0.373
N -1.5329 0.4692 0.3827 -0.225
N -1.7537 -0.9828 0.5938 -0.704
O 0.9283 -0.2417 -2.2536 -0.499
```

Values from the calculation:
HOMO level in eV: -8.783
ΔE to the lowest compared entry with this formula, charge and spin in kcal/mol: 145.9
Net charge: 0

No. 9
The molecule C3H4Cl2O at a distorted geometry. Source: the Open Molecules 2025 dataset; level of theory: wB97M-V/def2-TZVPD.

Geometry as XYZ:
```
10
Properties=species:S:1:pos:R:3:nbo_charge:R:1
C -0.1055 -0.7896 -0.0067 0.072
C -0.5920 0.5216 -0.4982 -0.254
C -0.0776 0.3848 0.9249 -0.298
H 1.6519 -0.8412 -0.6467 0.478
H -0.9473 -1.5089 0.2410 0.198
H -1.6655 0.7414 -0.5927 0.230
H -0.8582 0.3883 1.6896 0.238
O 0.9038 -1.4582 -0.7016 -0.660
Cl 0.2948 1.4199 -1.7646 -0.022
Cl 1.3956 1.1418 1.3549 0.017
```

Values from the calculation:
HOMO level in eV: -10.093
SMILES: O[C@H]1[C@@H](Cl)[C@H]1Cl
ΔE to the lowest compared entry with this formula, charge and spin in kcal/mol: 35.2
Net charge: 0

No. 10
A structure of composition C4H7NO2 at a distorted geometry. Source: the Open Molecules 2025 dataset; level of theory: wB97M-V/def2-TZVPD.

Geometry as XYZ:
```
14
Properties=species:S:1:pos:R:3:nbo_charge:R:1
O -0.9925 -0.8161 1.4335 -0.681
C -1.1318 -0.2881 0.1807 0.078
C -0.1934 1.4185 0.0779 -0.169
O 1.0433 1.0877 0.6169 -0.491
C 1.5746 -0.0713 0.1687 0.385
N 1.0799 -1.0105 -0.5269 -0.506
C -0.3499 -1.0052 -0.8788 -0.317
H -0.1207 -1.2479 1.4826 0.476
H -1.6596 0.6382 0.0844 0.249
H -0.1158 1.7384 -0.9788 0.168
H -0.5866 2.2757 0.6626 0.196
H 2.6015 -0.1242 0.5151 0.175
H -0.5114 -0.5327 -1.8474 0.216
H -0.6376 -2.0623 -0.9905 0.221
```

Values from the calculation:
HOMO level in eV: -8.430
ΔE to the lowest compared entry with this formula, charge and spin in kcal/mol: 100.7
Net charge: 0

No. 11
A cluster of 2 separate species, H7N4OP in total at a distorted geometry. Source: the Open Molecules 2025 dataset; level of theory: wB97M-V/def2-TZVPD.

Geometry as XYZ:
```
13
Properties=species:S:1:pos:R:3:nbo_charge:R:1
N 2.5332 -0.4051 0.2476 -0.594
N -1.8323 0.9059 0.5592 -1.227
N -1.2675 -0.9272 -1.1736 -1.177
N 1.6853 0.4843 -0.2061 -0.567
O -0.3256 -1.2593 1.3539 -1.093
P -0.5905 -0.2806 0.2942 1.945
H 2.8133 -0.4520 1.2841 0.356
H 2.1667 -1.2880 -0.2532 0.378
H -2.3834 0.7896 1.4417 0.423
H -1.8162 1.7415 0.0395 0.399
H -1.6649 -0.1639 -1.7515 0.410
H -0.6751 -1.6812 -1.4691 0.397
H 1.7453 1.4683 0.1836 0.350
```

Values from the calculation:
HOMO level (spin up / spin down) in eV: -7.126 / -7.301
ΔE to the lowest compared entry with this formula, charge and spin in kcal/mol: 57.9
Net charge: 0

No. 12
The molecule C4H4N2O2 at a distorted geometry. Source: the Open Molecules 2025 dataset; level of theory: wB97M-V/def2-TZVPD.

Geometry as XYZ:
```
12
Properties=species:S:1:pos:R:3:nbo_charge:R:1
C 1.1080 0.6384 -0.0583 -0.052
C -0.2867 0.3569 -0.0194 0.180
C -1.4172 1.1001 0.0946 -0.089
C -2.0592 -0.8956 -0.0467 0.328
H 3.5976 -0.8850 -0.1277 0.480
H 1.4114 1.6773 -0.2058 0.196
H -1.5176 2.2164 0.1029 0.218
H -2.6549 -1.7341 0.1805 0.194
N 1.9032 -0.3390 0.0744 -0.088
N -2.5204 0.2972 -0.0489 -0.463
O 3.1503 -0.0621 0.0048 -0.512
O -0.7235 -0.9606 0.0016 -0.392
```

Values from the calculation:
HOMO level in eV: -8.712
SMILES: O/N=C/c1cnco1
ΔE to the lowest compared entry with this formula, charge and spin in kcal/mol: 76.3
Net charge: 0